This record from the OMol25 dataset describes C5H11ClF3O5P2Sb as an isolated structure. The level of theory is ωB97M-V/def2-TZVPD.

Each line ends with the natural charge from an NBO analysis.
CARTESIAN COORDINATES (ANGSTROEM)
C  0.67023  -2.48289  2.12776  -0.966
P  1.30938  -1.19931  0.96222  0.461
O  1.57711  0.12436  1.99179  -1.000
Sb  -0.93251  -0.67230  -0.34410  1.203
O  0.15414  -1.51013  -1.88135  -1.124
C  -0.05761  1.37508  -0.66885  -0.808
C  1.37796  1.45227  -1.19361  -0.501
C  1.51294  1.88695  -2.62308  0.985
F  0.99142  3.13194  -2.84029  -0.356
F  0.95394  1.07015  -3.52906  -0.317
F  2.84188  2.00197  -2.98402  -0.372
C  -2.80476  -0.31993  -1.56203  0.608
O  -3.48799  0.60282  -1.11446  -0.777
O  -2.93581  -1.07721  -2.50034  -0.739
P  -2.29820  -0.02573  1.85683  0.525
O  -1.21765  -0.07705  3.14681  -1.006
Cl  -2.58700  2.06850  1.83231  -0.414
H  -0.38432  -2.36710  2.39201  0.219
H  0.80381  -3.44836  1.62712  0.219
H  1.28097  -2.48685  3.03960  0.191
H  2.19172  -0.14665  2.68018  0.459
H  -1.41522  -2.33534  0.16650  -0.290
H  1.08859  -1.45170  -1.65544  0.443
H  -0.09943  1.88584  0.29711  0.224
H  -0.76269  1.88791  -1.33256  0.229
H  1.96058  2.19753  -0.63699  0.210
H  1.91638  0.50158  -1.09451  0.227
H  -1.64787  -0.58635  3.84043  0.466

Its charge is -2. The orbital gap is 0.1880 Ha. For the total energy, the calculation gives -61391.0733 eV.

This record from the OMol25 dataset describes one molecule with the formula C4H8O2. The level of theory is ωB97M-V/def2-TZVPD.

Each line ends with the natural charge from an NBO analysis.
CARTESIAN COORDINATES (ANGSTROEM)
C  -2.42022  0.16119  0.20790  -0.248
O  -1.24588  -0.60454  0.12747  -0.529
C  -0.11582  0.22443  0.03232  -0.089
C  1.09058  -0.60384  -0.31023  0.036
C  2.44449  -0.08604  -0.12111  -0.113
O  1.90560  -1.06036  0.75779  -0.480
H  -3.27196  -0.50868  0.06993  0.196
H  -2.50920  0.67097  1.17884  0.167
H  -2.43019  0.93004  -0.58090  0.161
H  0.06694  0.76341  0.97674  0.178
H  -0.28570  0.97743  -0.76019  0.166
H  0.92945  -1.33338  -1.10482  0.191
H  2.60554  0.90343  0.30909  0.180
H  3.23637  -0.43406  -0.78284  0.184

Its SMILES is COC[C@H]1CO1. The energy above the lowest of the compared OMol25 structures with the same formula, charge and spin is 2.558 eV. The orbital gap is 0.4094 Ha. For the total energy, the calculation gives -8370.7235 eV.

This record from the OMol25 dataset describes C22H49N2P3PtS2 as an isolated structure. The level of theory is ωB97M-V/def2-TZVPD.

Each line ends with the Mulliken charge.
CARTESIAN COORDINATES (ANGSTROEM)
Pt  0.03587  0.38413  -0.02651  0.836
P  2.01950  1.24787  0.97532  0.682
P  -1.77843  1.85110  0.24751  0.721
P  0.59968  1.00511  -2.14977  0.521
H  -1.14088  -2.16650  -0.14296  0.397
C  -0.30948  -1.72066  -0.70599  -0.896
C  0.96955  -1.61754  -0.06280  -0.742
H  1.06356  -1.99938  0.96273  0.490
C  2.48562  0.64736  2.63187  -1.163
C  1.98070  3.06196  1.15506  -1.309
C  3.54797  0.89287  0.02762  -1.322
C  -3.23107  1.01753  -0.47701  -1.196
C  -2.37379  2.31704  1.91615  -1.202
C  -1.65644  3.49910  -0.56233  -1.301
C  1.76925  -0.16051  -2.91426  -1.335
C  1.32669  2.66107  -2.42957  -1.326
C  -0.88737  0.98174  -3.21614  -1.288
H  -0.40051  -1.78137  -1.79668  0.288
H  1.89745  -1.62248  -0.64271  0.468
H  2.52055  -0.44683  2.63688  0.365
H  1.77513  0.96056  3.40837  0.234
H  3.48178  1.02950  2.89519  0.635
H  1.12237  3.34188  1.77682  0.317
H  1.88884  3.55637  0.18128  0.348
H  2.90388  3.41028  1.64476  0.532
H  3.64620  -0.19325  -0.09596  0.389
H  4.41565  1.26228  0.59548  0.555
H  3.54848  1.36821  -0.96011  0.338
H  -4.11995  1.66757  -0.43404  0.472
H  -3.42372  0.10719  0.09880  0.356
H  -3.03157  0.74190  -1.51701  0.262
H  -3.25225  2.97789  1.83045  0.616
H  -1.59062  2.86204  2.46341  0.310
H  -2.65451  1.42118  2.48456  0.353
H  -2.53752  4.11107  -0.29958  0.550
H  -1.60388  3.40823  -1.65454  0.373
H  -0.75469  4.01992  -0.19919  0.352
H  1.93261  0.13625  -3.95589  0.549
H  1.35728  -1.17500  -2.88863  0.314
H  2.72268  -0.15249  -2.37401  0.279
H  1.40437  2.80329  -3.52351  0.548
H  2.32925  2.73011  -1.98871  0.381
H  0.68505  3.44962  -2.00991  0.284
H  -0.58123  1.18113  -4.25347  0.641
H  -1.61659  1.73732  -2.90017  0.177
H  -1.35265  -0.01057  -3.15765  0.276
C  -0.50559  -2.68118  -6.67441  0.837
C  -1.65926  -2.84343  -7.46509  -0.263
C  -1.94140  -4.08253  -8.05726  -0.474
C  -1.05733  -5.16072  -7.91512  -0.345
C  0.12048  -4.98164  -7.18957  -0.501
C  0.41094  -3.75360  -6.59639  -0.417
S  -0.11340  -1.22891  -5.77982  -0.110
H  -1.32637  -0.74254  -5.34038  0.243
H  -2.34227  -1.99617  -7.58385  0.404
H  -2.86300  -4.21582  -8.62678  0.414
H  -1.28451  -6.12479  -8.36735  0.441
H  0.82448  -5.80639  -7.06998  0.407
H  1.32992  -3.60660  -6.03264  0.398
C  -0.11813  1.94428  6.49952  -1.107
C  -0.96485  1.01103  5.66023  -0.572
N  -0.29497  0.68666  4.37934  0.331
C  -0.45041  -0.55063  3.80284  0.202
S  -1.02418  -0.77042  2.20426  -0.033
N  -0.17410  -1.63788  4.53962  -0.010
C  0.60556  -1.67916  5.79834  -0.422
C  -0.14254  -2.54820  6.79383  -1.174
H  0.89352  1.55946  6.66717  0.298
H  -0.60914  2.05518  7.46980  0.390
H  -0.05808  2.93515  6.03774  0.359
H  -1.17642  0.07994  6.19381  0.264
H  -1.92351  1.50832  5.44538  0.368
H  -0.39695  1.43690  3.68998  -0.094
H  -0.25645  -2.51915  4.03754  0.361
H  1.59405  -2.11659  5.59812  0.429
H  0.75703  -0.66160  6.16767  0.161
H  -0.16752  -3.58008  6.43394  0.389
H  0.35455  -2.54227  7.76731  0.388
H  -1.17293  -2.19066  6.91909  0.309

The energy above the lowest of the compared OMol25 structures with the same formula, charge and spin is 0.000 eV. Its charge is +4. Its spin multiplicity is 5. The orbital gap (alpha / beta) is 0.2662 / 0.1880 Ha. For the total energy, the calculation gives -79333.2731 eV.

This record from the OMol25 dataset describes a 2-piece molecular cluster, C3H12N2OS overall. The level of theory is ωB97M-V/def2-TZVPD.

Each line ends with the natural charge from an NBO analysis.
CARTESIAN COORDINATES (ANGSTROEM)
N  2.00433  1.25919  0.76154  -0.866
C  1.20214  1.26662  -0.47106  -0.203
C  -0.00714  0.36258  -0.48023  -0.081
N  -0.70477  0.61180  -1.69874  -0.884
C  0.46961  -1.07881  -0.31580  -0.501
S  -0.83646  -2.36078  -0.69215  -0.066
H  2.74004  1.92471  0.59121  0.364
H  1.55084  1.34926  1.64909  0.369
H  1.89950  0.99982  -1.28699  0.176
H  1.01462  2.34495  -0.67202  0.177
H  -0.50971  0.76765  0.42657  0.185
H  -1.66264  0.76296  -1.93891  0.397
H  -0.11272  0.76360  -2.49672  0.372
H  0.80389  -1.36265  0.68727  0.230
H  1.36197  -1.22959  -0.91435  0.209
H  -1.65007  -1.42489  -1.09859  0.118
O  -1.02795  1.71164  3.18864  -0.949
H  -0.79648  2.16228  2.37732  0.473
H  -1.52777  0.91922  3.04817  0.479

Its SMILES is NC[C@@H](N)CS.O. The energy above the lowest of the compared OMol25 structures with the same formula, charge and spin is 1.229 eV. The orbital gap is 0.3466 Ha. For the total energy, the calculation gives -19167.5121 eV.

Computed max |F| (hartree/bohr) in order:
0.0262, 0.0066, 0.0531, 0.0446